Molecular formula: C11H11NO3
Method: DFT, ωB97M-V/def2-TZVPD

The geometry in XYZ format:
```
26
Properties=species:S:1:pos:R:3:forces:R:3:nbo_charge:R:1
N 2.83398 -0.38981 1.09793 0.349 0.045 0.981 -0.85
C 1.85862 -0.15938 0.09213 -3.323 3.214 2.172 0.08
C 1.62244 -1.20899 -0.88278 -1.268 0.109 0.826 0.12
O 2.32970 -2.34880 -0.86831 3.478 -2.503 1.453 -0.71
C 0.59199 -1.02057 0.25688 -0.032 2.478 -2.950 -0.30
C -0.81431 -0.51172 0.00219 -0.212 0.919 0.947 0.02
C -1.77790 -1.52824 -0.09942 -0.493 1.704 -0.470 -0.20
C -3.11976 -1.19987 -0.17779 0.630 1.734 -0.081 -0.20
C -3.59080 0.12680 -0.06468 2.182 -0.269 0.760 -0.23
C -2.69840 1.16851 0.11272 3.091 -2.286 -0.718 -0.18
C -1.27103 0.85874 0.06950 -1.566 -0.211 0.239 -0.07
C -0.27653 1.95460 -0.02059 4.008 -2.688 0.176 -0.01
O 0.53226 1.78438 -1.23922 0.740 0.185 0.418 -0.52
C 1.27457 1.44052 -0.09049 -1.925 -2.316 -1.171 0.53
O 2.29072 2.24436 0.23502 1.384 2.648 -0.538 -0.72
H 3.55392 0.32096 1.07856 0.062 -0.065 0.031 0.39
H 2.48026 -0.48823 2.07425 0.172 0.358 -1.376 0.38
H 1.29004 -0.94910 -1.85008 -0.268 0.300 -1.013 0.20
H 3.07124 -2.48918 -0.12518 -2.708 1.417 -2.154 0.50
H 0.60123 -1.73397 0.98620 0.337 -1.961 1.717 0.22
H -1.50652 -2.54858 -0.27011 0.374 -0.417 0.177 0.22
H -3.73400 -1.96911 -0.49189 -1.659 -1.391 -0.099 0.21
H -4.56555 0.46908 0.03081 -2.118 -0.374 -0.339 0.21
H -3.04779 2.16743 0.16055 -0.082 0.842 0.162 0.21
H -0.26984 2.96990 0.35814 -0.834 -0.060 -0.126 0.21
H 2.34145 3.04027 -0.37433 -0.320 -1.414 0.977 0.50
```
Positions in Å, forces in eV/Å.

Output
HOMO-LUMO gap = 8.81 eV
SMILES string = N[C@@]12[C@@H](O)[C@@H]1c1ccccc1[C@@H]1O[C@@]12O
ΔE to the lowest compared entry with this formula, charge and spin = 103.01 kcal per mole
Highest occupied orbital energy = -8.137 eV